[1]
The following is a DFT calculation (wB97M-V/def2-TZVPD) of an isolated molecule of C9H17N3O4 at a distorted geometry.

Results
orbital gap = 9.8012 eV
energy relative to the best compared isomer or geometry (same formula, charge and spin) = 121.81 kJ/mol
LUMO = 0.384 eV
HOMO energy = -0.3461 Ha

The geometry in ORCA input format:
```
! wB97M-V def2-TZVPD RIJCOSX def2/J DEFGRID3
* xyz 0 1
C -0.762 -0.645 0.112
C -0.266 -0.347 1.512
C -2.082 0.080 -0.252
C -3.401 -0.485 0.471
C -2.264 0.122 -1.813
C 1.657 1.142 0.777
C 1.002 2.360 0.107
C 2.333 0.379 -0.347
C 2.868 -1.059 0.061
H -1.091 -2.377 0.811
H -0.036 -2.434 -0.377
H -0.127 -0.169 -0.566
H -1.850 1.119 0.123
H -3.233 -0.792 1.499
H -3.919 -1.319 -0.036
H -4.140 0.334 0.573
H -3.008 0.828 -2.099
H -2.413 -0.949 -2.072
H -1.398 0.480 -2.340
H 0.719 0.838 2.712
H 2.413 1.612 1.409
H 3.175 1.028 -0.755
H 1.638 0.309 -1.187
H 3.781 -2.583 -0.974
H 3.371 -1.380 -2.053
H 0.109 3.800 0.536
N -0.912 -2.092 -0.100
N 0.743 0.560 1.725
N 3.583 -1.603 -1.049
O -0.845 -0.807 2.488
O 0.702 2.320 -1.044
O 2.845 -1.576 1.174
O 0.809 3.307 0.975
*
```

Atom charges from the natural (NBO) analysis, given in e for atoms 1 to 5: atom 1 (C): -0.163, atom 2 (C): 0.677, atom 3 (C): -0.169, atom 4 (C): -0.633, atom 5 (C): -0.622



[2]
The following is a DFT calculation (wB97M-V/def2-TZVPD) of a cluster of 2 separate species, C28H25N2 in total at a distorted geometry.

Results
orbital gap = 4.2564 eV
energy relative to the best compared isomer or geometry (same formula, charge and spin) = 107.48 kJ/mol
LUMO = -5.657 eV
HOMO energy = -0.3643 Ha

The geometry in ORCA input format:
```
! wB97M-V def2-TZVPD RIJCOSX def2/J DEFGRID3
* xyz 1 1
C -2.180 0.369 1.764
C -2.063 -1.006 2.142
C -2.068 -2.006 1.145
C -2.050 -3.342 1.493
C -2.013 -3.704 2.850
C -2.013 -2.726 3.857
C -2.025 -1.387 3.506
C -1.669 1.490 2.514
C -2.186 2.694 1.921
C -1.977 3.928 2.519
C -1.153 3.978 3.649
C -0.629 2.809 4.228
C -0.905 1.549 3.684
C -3.039 2.313 0.801
C -3.042 0.874 0.715
C -3.907 0.235 -0.174
C -4.694 1.019 -1.021
C -4.665 2.428 -0.948
C -3.865 3.076 -0.001
H -2.073 -1.693 0.103
H -2.072 -4.101 0.712
H -1.971 -4.755 3.124
H -2.015 -3.013 4.909
H -2.089 -0.622 4.276
H -2.444 4.810 2.099
H -0.904 4.945 4.087
H -0.014 2.870 5.125
H -0.559 0.642 4.171
H -4.000 -0.853 -0.179
H -5.359 0.534 -1.734
H -5.271 3.013 -1.636
H -3.866 4.159 0.109
C 5.507 -1.922 -3.994
C 5.574 -0.422 -4.262
C 4.408 0.229 -3.501
N 3.753 -0.856 -2.801
C 2.625 -0.660 -2.023
C 1.426 -0.188 -2.602
C 0.291 -0.103 -1.783
N 0.308 -0.362 -0.462
C 1.480 -0.700 0.100
C 2.653 -0.922 -0.636
C 4.374 -2.153 -2.979
H 5.283 -2.480 -4.905
H 6.443 -2.316 -3.593
H 6.509 0.008 -3.895
H 5.502 -0.185 -5.324
H 4.770 0.983 -2.773
H 3.695 0.763 -4.152
H 1.388 0.047 -3.670
H -0.664 0.198 -2.226
H 1.507 -0.809 1.190
H 3.583 -1.239 -0.157
H 3.634 -2.887 -3.350
H 4.729 -2.550 -2.011
*
```

Atom charges from the natural (NBO) analysis, given in e for atoms 1 to 5: atom 1 (C): 0.341, atom 2 (C): -0.192, atom 3 (C): -0.107, atom 4 (C): -0.221, atom 5 (C): -0.116



[3]
The following is a DFT calculation (wB97M-V/def2-TZVPD) of a structure of composition C56H55BrF3N2O2PtSb at a distorted geometry.

Results
orbital gap (spin up / spin down) = 4.3599 / 4.3422 eV
LUMO (spin up / spin down) = -8.840 / -8.858 eV
HOMO energy (spin up / spin down) = -0.4851 / -0.4851 Ha

The geometry in ORCA input format:
```
! wB97M-V def2-TZVPD RIJCOSX def2/J DEFGRID3
* xyz 2 1
Pt -0.148 -0.112 -0.610
C 1.678 -1.945 -1.807
C 2.729 -2.344 -0.796
C 2.229 -3.301 0.293
C 3.531 -1.220 -0.160
C 4.905 -1.344 -0.317
C 5.793 -0.552 0.382
C 5.287 0.388 1.251
C 3.917 0.606 1.419
C 3.627 1.761 2.392
C 3.506 1.298 3.854
C 2.504 2.717 2.013
C 3.027 -0.220 0.698
N 1.594 -0.024 0.863
C 1.130 -0.099 2.042
C -0.190 0.315 2.534
C -0.308 0.236 3.917
C -1.426 0.670 4.593
C -2.518 1.239 3.892
C -2.466 1.353 2.547
C -1.322 0.888 1.784
N -1.380 1.015 0.472
C -2.457 1.834 -0.096
C -2.221 3.225 -0.047
C -3.232 4.088 -0.450
C -4.442 3.629 -0.912
C -4.663 2.267 -0.972
C -3.718 1.327 -0.570
C -4.251 -0.112 -0.682
C -3.566 -0.919 -1.774
C -4.316 -0.867 0.645
C -0.952 3.925 0.436
C 0.354 3.330 -0.066
C -0.927 4.117 1.957
H 1.211 -2.817 -2.265
H 2.079 -1.292 -2.578
H 0.806 -1.435 -1.310
H 3.441 -2.914 -1.398
H 1.508 -2.818 0.947
H 3.070 -3.637 0.900
H 1.753 -4.179 -0.150
H 5.288 -2.107 -0.983
H 6.861 -0.675 0.259
H 5.976 1.001 1.820
H 4.535 2.360 2.347
H 2.478 1.025 4.106
H 3.790 2.108 4.526
H 4.157 0.449 4.063
H 1.523 2.373 2.345
H 2.483 2.877 0.936
H 2.677 3.684 2.488
H 1.796 -0.454 2.829
H 0.506 -0.198 4.481
H -1.467 0.570 5.670
H -3.396 1.576 4.428
H -3.300 1.766 2.002
H -3.050 5.154 -0.392
H -5.215 4.323 -1.215
H -5.623 1.908 -1.320
H -5.283 0.005 -1.017
H -2.516 -0.997 -1.555
H -3.678 -0.448 -2.755
H -3.949 -1.939 -1.818
H -3.339 -1.152 1.024
H -4.889 -1.785 0.508
H -4.828 -0.274 1.407
H -1.010 4.923 -0.003
H 0.574 2.367 0.389
H 1.175 4.008 0.175
H 0.327 3.209 -1.144
H -0.798 3.169 2.487
H -1.849 4.583 2.310
H -0.097 4.768 2.234
Br -1.518 -4.618 -1.295
C -1.205 -5.012 0.537
C -1.229 -6.363 0.849
C -1.057 -6.782 2.160
C -0.873 -5.849 3.167
C -0.858 -4.503 2.852
C -1.010 -4.057 1.536
C -0.932 -2.567 1.356
O -1.046 -1.828 2.357
O -0.706 -2.132 0.185
H -1.394 -7.085 0.061
H -1.074 -7.840 2.386
H -0.746 -6.166 4.193
H -0.725 -3.760 3.625
F 6.143 1.551 -3.366
C 4.814 1.425 -3.331
C 4.162 0.925 -4.443
C 2.781 0.789 -4.402
C 2.078 1.164 -3.259
C 2.767 1.649 -2.147
C 4.145 1.788 -2.177
Sb -0.023 0.991 -3.113
C -0.611 2.985 -3.467
C 0.352 3.983 -3.617
C -0.037 5.295 -3.834
C -1.389 5.582 -3.895
F -1.770 6.849 -4.075
C -2.361 4.608 -3.773
C -1.965 3.299 -3.547
C -0.513 0.112 -4.965
C -0.381 0.929 -6.086
C -0.565 0.389 -7.349
C -0.891 -0.951 -7.457
F -1.063 -1.472 -8.671
C -1.051 -1.771 -6.355
C -0.855 -1.231 -5.094
H 4.733 0.650 -5.320
H 2.261 0.389 -5.265
H 2.225 1.922 -1.247
H 4.700 2.157 -1.324
H 1.407 3.742 -3.573
H 0.688 6.089 -3.958
H -3.406 4.881 -3.849
H -2.721 2.528 -3.444
H -0.135 1.979 -5.984
H -0.465 0.992 -8.242
H -1.324 -2.808 -6.494
H -0.972 -1.864 -4.221
*
```

Atom charges from the Mulliken analysis, given in e for atoms 1 to 5: atom 1 (Pt): 3.154, atom 2 (C): 1.378, atom 3 (C): -0.211, atom 4 (C): -1.231, atom 5 (C): 1.076



[4]
The following is a DFT calculation (wB97M-V/def2-TZVPD) of an isolated molecule of C5H10N2O at a distorted geometry.

Results
orbital gap = 9.7646 eV
energy relative to the best compared isomer or geometry (same formula, charge and spin) = 351.83 kJ/mol
LUMO = 0.994 eV
HOMO energy = -0.3223 Ha

The geometry in ORCA input format:
```
! wB97M-V def2-TZVPD RIJCOSX def2/J DEFGRID3
* xyz 0 1
C 0.754 -0.117 1.440
C -0.263 -0.969 0.652
C -1.629 -0.301 0.785
C -1.256 0.360 -0.581
C 1.108 0.671 -2.125
H 2.273 -0.652 0.283
H 0.663 0.952 1.145
H 0.501 -0.157 2.508
H -0.192 -2.052 0.899
H -2.512 -0.954 0.797
H -1.778 0.498 1.459
H -2.027 0.270 -1.360
H -1.018 1.456 -0.285
H 2.100 1.153 -2.332
H 0.257 1.186 -2.656
N -0.120 -0.622 -0.691
N 1.014 -0.153 -1.168
O 2.125 -0.570 1.229
*
```

Atom charges from the natural (NBO) analysis, given in e for atoms 1 to 5: atom 1 (C): -0.075, atom 2 (C): -0.069, atom 3 (C): -0.422, atom 4 (C): -0.255, atom 5 (C): -0.156



[5]
The following is a DFT calculation (wB97M-V/def2-TZVPD) of a cluster of 2 separate species, C2H10N2S2 in total at a distorted geometry.

Results
orbital gap = 9.3037 eV
energy relative to the best compared isomer or geometry (same formula, charge and spin) = 108.69 kJ/mol
LUMO = 0.328 eV
HOMO energy = -0.3299 Ha

The geometry in ORCA input format:
```
! wB97M-V def2-TZVPD RIJCOSX def2/J DEFGRID3
* xyz 0 1
C -1.084 1.492 -0.250
S 0.390 1.068 -1.101
S 1.676 0.967 0.557
H -1.067 1.045 0.702
H -2.079 1.255 -0.776
H -0.980 2.554 -0.022
H 2.211 2.119 0.409
N -1.237 -1.700 -0.868
C -1.474 -1.890 0.564
N -0.291 -1.951 1.530
H -0.331 -1.257 -1.064
H -1.065 -2.700 -1.261
H -2.216 -1.147 0.832
H -2.005 -2.801 0.479
H 0.188 -0.980 1.482
H 0.330 -2.707 1.404
*
```

Atom charges from the natural (NBO) analysis, given in e for atoms 1 to 5: atom 1 (C): -0.790, atom 2 (S): 0.124, atom 3 (S): -0.142, atom 4 (H): 0.225, atom 5 (H): 0.256